(1)
C42H51BCl3N4O4OsP2S2 | wB97M-V/def2-TZVPD

```
110
Properties=species:S:1:pos:R:3
Os 0.83825 0.62752 0.98386
C 2.19584 -1.27737 3.62666
P 0.83749 -0.12905 3.23085
C -0.60193 -1.25942 3.40855
N -0.97665 -1.56218 4.62462
C -1.98079 -2.45565 4.78111
C -2.41113 -2.81853 6.07832
C -3.41271 -3.73230 6.21207
C -4.03267 -4.31433 5.07265
C -3.64729 -3.97635 3.81138
C -2.60452 -3.03715 3.63888
N -2.19656 -2.70152 2.39655
C -1.21166 -1.84802 2.27104
P -0.68798 -1.43621 0.55954
C -2.28976 -1.03438 -0.19315
C -0.05468 -2.98410 -0.24629
C -0.94795 -4.19478 0.00789
C 1.34886 -3.22421 0.32274
C 0.01192 -2.68990 -1.75282
C 0.80017 1.11873 4.61063
C 1.80184 2.21960 4.22965
C -0.61333 1.70261 4.70068
C 1.20747 0.49236 5.94744
H 3.07917 -0.74036 3.96980
H 2.45158 -1.86720 2.74566
H 1.85401 -1.94045 4.42032
H -1.93140 -2.36388 6.93529
H -3.74578 -4.02333 7.20020
H -4.82324 -5.03926 5.21603
H -4.11171 -4.41196 2.93615
H -2.97413 -1.85838 0.00579
H -2.18059 -0.88161 -1.26752
H -2.67941 -0.12296 0.25663
H -0.93412 -4.50842 1.05071
H -0.56406 -5.02032 -0.59832
H -1.98310 -4.02168 -0.28860
H 1.31054 -3.45304 1.39161
H 2.00484 -2.35754 0.17299
H 1.80459 -4.08010 -0.17945
H -0.98107 -2.66066 -2.20330
H 0.56783 -3.49120 -2.24590
H 0.51442 -1.74577 -1.98066
H 1.56834 2.67185 3.26085
H 2.82573 1.83811 4.20284
H 1.76894 3.01125 4.98190
H -0.99013 2.02676 3.72485
H -0.59492 2.57785 5.35367
H -1.31737 0.98276 5.11483
H 2.26587 0.22896 5.97014
H 0.61276 -0.38803 6.18114
H 1.03885 1.23014 6.73634
C 4.83295 2.22775 1.14013
S 4.21945 0.68059 1.77432
C 5.48190 -0.42812 1.19184
O 3.00591 0.33599 0.88486
H 5.27620 2.09154 0.15506
H 5.56981 2.61011 1.84851
H 3.98250 2.90717 1.09312
H 6.33628 -0.35597 1.86689
H 5.76450 -0.16958 0.17341
H 5.05954 -1.43137 1.23731
Cl -2.67696 -3.32316 -3.33806
C -1.42293 -2.27924 -3.90654
C -1.52011 -0.91306 -3.69560
C -0.50435 -0.08973 -4.14779
C 0.60583 -0.59718 -4.81728
C 1.69649 0.34979 -5.29578
C 2.69990 0.53422 -4.16573
N 2.02476 1.10937 -2.99491
C 1.50684 2.38792 -2.87475
C 0.94401 2.45261 -1.64660
N 1.10049 1.22054 -1.01583
C 1.79119 0.45934 -1.86692
O 1.23247 1.63250 -5.64751
C 0.67384 1.73793 -6.97605
C -0.79520 1.43609 -7.03585
C -1.74144 2.17021 -6.39730
Cl -1.46341 3.55965 -5.41755
S -3.32031 1.56553 -6.64010
C -2.73194 0.30813 -7.63497
C -1.38394 0.36057 -7.76568
C 0.68103 -1.97425 -4.99350
Cl 2.06459 -2.68720 -5.76123
C -0.32603 -2.82177 -4.55209
H -2.39287 -0.50239 -3.20130
H -0.58139 0.98082 -4.00548
H 2.24310 -0.09236 -6.13261
H 3.53078 1.16692 -4.46758
H 3.07712 -0.44645 -3.88064
H 1.56057 3.09874 -3.68064
H 0.42517 3.27570 -1.18738
H 2.08321 -0.56450 -1.70194
H 1.21428 1.06739 -7.64804
H 0.86665 2.75992 -7.29315
H -3.41815 -0.39551 -8.08070
H -0.82174 -0.33988 -8.37082
H -0.25575 -3.88908 -4.71647
O -1.98054 2.07967 1.32524
B -0.55423 2.13795 1.32707
O -0.18962 3.52612 1.46355
C -1.30870 4.22607 1.53915
C -1.46562 5.59598 1.66514
C -2.76900 6.02706 1.70338
C -3.89754 5.11419 1.61803
C -3.74503 3.75227 1.49335
C -2.43623 3.31609 1.45177
H -0.62320 6.27085 1.73062
H -2.97087 7.08676 1.80030
H -4.89750 5.52938 1.65205
H -4.58544 3.07449 1.43241
```

Output
**ΔE to the lowest compared entry with this formula, charge and spin**: 0.0 kcal per mole
**Total charge**: +3
**Max |F|**: 0.03506 Eh/bohr
**Total energy**: -139468.527 eV
**2S+1**: 5
**Frontier orbital gap (spin up / spin down)**: 6.75 / 3.14 eV
**⟨S²⟩**: 6.030

(2)
C38H83F4N8O8S4 | wB97M-V/def2-TZVPD

```
145
Properties=species:S:1:pos:R:3
C 8.31257 5.99494 3.66850
C 7.35510 5.08279 2.89817
N 7.53865 3.61118 3.10716
C 8.73501 2.98722 3.49106
C 8.52389 1.65171 3.56265
N 7.25727 1.41299 2.98921
C 6.65401 2.60540 2.73269
C 6.60296 0.09184 2.72222
H 9.34266 5.85842 3.33927
H 8.23633 5.86519 4.74806
H 8.11883 7.03906 3.42277
H 7.33994 5.24668 1.82066
H 6.38238 5.28246 3.34767
H 9.56386 3.59068 3.83051
H 9.04736 0.79823 3.96753
H 5.68893 2.75704 2.27223
H 5.53561 0.31004 2.75789
H 6.85143 -0.75356 3.36384
H 6.86728 -0.21851 1.71132
C -7.18709 -10.96692 4.90743
C -5.85584 -10.28489 4.31612
C -4.60376 -10.39372 5.20283
N -3.38406 -9.59016 4.72801
C -2.93043 -10.10561 3.27421
C -2.20382 -9.69564 5.70998
C -1.39714 -8.41927 5.35730
C -2.34781 -7.41653 4.71100
C -3.71529 -8.11114 4.76259
H -7.04264 -12.04726 4.89775
H -7.98879 -10.94475 4.16928
H -7.56011 -10.65383 5.88259
H -6.15527 -9.23683 4.32165
H -5.71952 -10.54096 3.26543
H -4.17528 -11.39585 5.21845
H -4.75225 -9.97659 6.19885
H -3.83178 -9.99185 2.67195
H -2.71545 -11.16020 3.44667
H -2.01749 -9.59253 2.97188
H -1.80346 -10.70360 5.60130
H -2.53908 -9.57078 6.73960
H -0.58568 -8.63747 4.66302
H -0.95318 -7.99795 6.25924
H -1.99631 -7.14106 3.71668
H -2.36866 -6.49363 5.29058
H -4.36400 -7.83970 3.92978
H -4.14643 -7.82807 5.72285
C 1.52842 11.35642 -6.09717
C 1.94914 9.88594 -6.51052
C 1.45823 8.81246 -5.47101
N 1.93914 7.35102 -5.61722
C 3.48247 7.24938 -5.62947
C 1.26913 6.52625 -6.71040
C 1.53048 5.08795 -6.39456
C 1.14989 5.11643 -4.88044
C 1.35659 6.58431 -4.37864
H 1.68780 12.06903 -6.90642
H 2.19511 11.63140 -5.27984
H 0.54004 11.56027 -5.68530
H 3.03505 9.83088 -6.43377
H 1.77547 9.55071 -7.53305
H 0.37857 8.80474 -5.32141
H 1.80373 9.03125 -4.46063
H 3.82469 6.21671 -5.56164
H 3.78434 7.76739 -4.71918
H 3.88701 7.90489 -6.40068
H 1.53880 6.96449 -7.67130
H 0.22758 6.80836 -6.55644
H 2.50757 4.69173 -6.67093
H 0.89203 4.38575 -6.93065
H 1.83766 4.40740 -4.41963
H 0.15945 4.68679 -4.73034
H 2.05234 6.72620 -3.55166
H 0.37118 6.91258 -4.04801
C 1.21407 -1.84921 -5.10826
C 1.01687 -3.10100 -4.24189
C -0.06939 -2.81197 -3.15610
N -1.53948 -3.32114 -3.51272
C -1.96460 -2.61308 -4.81978
C -1.67906 -4.84834 -3.76938
C -1.75417 -5.50244 -2.37735
C -2.14932 -4.38537 -1.41189
C -2.52494 -3.22009 -2.40241
H 2.06028 -2.03265 -5.77037
H 1.28687 -0.89560 -4.58537
H 0.35565 -1.63353 -5.74442
H 1.90537 -3.41013 -3.69135
H 0.82034 -3.98492 -4.84866
H -0.27876 -1.74600 -3.06673
H 0.18873 -3.25504 -2.19425
H -1.68893 -3.08060 -5.76505
H -1.71278 -1.55397 -4.76538
H -3.05106 -2.65847 -4.74474
H -2.54520 -4.89392 -4.42957
H -0.82261 -5.20380 -4.34232
H -2.47470 -6.31849 -2.32257
H -0.75995 -5.86814 -2.12065
H -2.92562 -4.64568 -0.69237
H -1.26305 -4.15876 -0.81919
H -3.54836 -3.39348 -2.73504
H -2.46024 -2.19422 -2.03975
C -3.13565 2.93565 5.52900
C -4.18995 2.89484 4.45729
C -3.95095 1.69977 3.45559
N -5.08240 1.57038 2.42782
C -5.17576 2.81210 1.49265
C -6.44883 1.27203 3.13559
C -7.10828 0.22433 2.25367
C -6.02897 -0.58848 1.63438
C -4.78840 0.38618 1.52390
H -2.15023 2.78355 5.08863
H -3.18203 2.25435 6.37856
H -3.14258 3.93515 5.96378
H -4.03301 3.82252 3.90694
H -5.20998 2.97632 4.83277
H -3.89137 0.73359 3.95664
H -3.08950 1.84492 2.80372
H -4.21493 2.86597 0.98079
H -5.42601 3.72853 2.02709
H -5.85823 2.62428 0.66377
H -6.97345 2.22589 3.08063
H -6.26346 0.83900 4.11856
H -7.72003 0.63442 1.45012
H -7.67100 -0.48786 2.85719
H -6.36817 -0.95955 0.66725
H -5.79897 -1.43540 2.28086
H -4.71157 0.71680 0.48809
H -3.85057 -0.08755 1.81397
N 7.47538 3.52366 -3.85432
S 6.67471 3.08204 -2.66869
O 5.81683 4.05968 -2.00015
O 7.21685 2.03055 -1.80291
F 5.53749 2.26598 -3.58511
S 8.26054 4.78883 -3.02254
O 8.93581 4.57029 -1.72724
O 7.72845 6.11750 -3.29714
F 9.54279 4.74891 -4.03791
N -0.06440 0.06231 0.70723
S 1.00585 -0.53644 1.50178
O 1.33948 0.23688 2.74197
O 2.00351 -1.18811 0.69129
F 0.12882 -1.77442 2.08492
S 0.62889 1.58834 0.54719
O 1.88091 1.67437 -0.15764
O 0.35537 2.57152 1.56511
F -0.41429 2.13872 -0.59768
```

Output
**Total charge**: +3
**Max |F|**: 0.17052 Eh/bohr
**Total energy**: -123234.433 eV
**Frontier orbital gap**: 6.88 eV

(3)
C21H22I2IrN4O4 | wB97M-V/def2-TZVPD

```
54
Properties=species:S:1:pos:R:3
Ir 0.24834 0.41792 -0.30924
I -3.92040 3.04736 5.60684
C -2.46473 2.45033 4.29177
C -1.25399 3.15304 4.22232
C -0.31029 2.74274 3.32433
I 1.50905 3.70839 3.15750
C -0.55803 1.62785 2.41711
O 0.34462 1.29716 1.58219
C -1.80324 0.93331 2.51818
C -2.17906 -0.18740 1.58977
N -1.08034 -0.90993 0.90028
C -1.62739 -1.95861 0.01020
C -0.74269 -2.24986 -1.15402
C -1.00613 -3.29055 -2.02333
C -0.20670 -3.45326 -3.14327
C 0.86991 -2.59478 -3.34278
C 1.09694 -1.60196 -2.41920
N 0.28578 -1.42649 -1.35507
C -2.70957 1.33403 3.45194
H -1.06351 3.99955 4.86692
H -2.81401 0.21528 0.80420
H -2.78422 -0.89929 2.15681
H -0.42624 -1.30493 1.57277
H -2.57431 -1.59015 -0.38697
H -1.82763 -2.87883 0.56186
H -1.82793 -3.96686 -1.82602
H -0.41304 -4.24498 -3.85137
H 1.52654 -2.70096 -4.19435
H 1.94090 -0.93169 -2.51041
H -3.64112 0.79023 3.55739
C -3.45271 0.07661 -4.29854
C -4.20386 1.23111 -3.63895
C -3.34092 2.06121 -2.67328
C -4.20654 3.04744 -1.85698
C -3.42314 3.82872 -0.80262
C -2.35071 2.88076 -3.49959
O -2.70520 3.67947 -4.31256
N -0.97728 2.66614 -3.27013
C -0.50917 1.87580 -2.29765
O 0.70336 1.72813 -2.05314
N -1.33653 1.16686 -1.51426
C -2.70547 1.11734 -1.64828
O -3.39558 0.38963 -0.97006
H -4.11450 -0.44559 -4.98743
H -3.11153 -0.65018 -3.55504
H -2.58826 0.42666 -4.87002
H -5.06405 0.84867 -3.09049
H -4.57990 1.90827 -4.40562
H -5.00162 2.47747 -1.37749
H -4.66775 3.74148 -2.55955
H -2.98259 3.16146 -0.05403
H -4.09027 4.51329 -0.28124
H -2.62371 4.42472 -1.25107
H -0.31529 3.19680 -3.82456
```

Output
**ΔE to the lowest compared entry with this formula, charge and spin**: 40.6 kcal per mole
**Total charge**: +2
**Max |F|**: 0.10017 Eh/bohr
**Total energy**: -55309.392 eV
**2S+1**: 2
**Frontier orbital gap (spin up / spin down)**: 6.33 / 5.40 eV
**⟨S²⟩**: 0.778

(4)
C12H14NP | wB97M-V/def2-TZVPD

```
28
Properties=species:S:1:pos:R:3
C 3.58992 0.58226 0.17718
C 3.21432 -0.63526 -0.54181
C 2.85188 1.10109 1.18352
C 1.95524 -1.07967 -0.28926
C 1.06228 -0.50564 0.70041
C -2.50611 1.31984 -0.73009
C -0.25371 -0.82613 0.85093
C -1.88100 1.86004 0.24685
C -2.54759 -0.16393 -0.88162
C -2.96335 -0.83621 0.40648
C 1.51456 -2.47085 -0.74120
C -1.16603 2.18748 1.29181
N 1.66305 0.53850 1.47878
P -1.58268 -1.17481 1.68053
H 4.58415 0.95229 0.14004
H 3.88917 -1.11701 -1.23710
H 3.05923 2.05377 1.55839
H -2.97240 2.07084 -1.30721
H -3.23010 -0.40097 -1.60123
H -1.57599 -0.57508 -1.09455
H -3.74752 -0.15064 0.80640
H -3.43702 -1.95943 0.38974
H 0.57943 -2.78348 -0.14347
H 1.43602 -2.33497 -1.80936
H 2.17281 -3.33213 -0.65035
H -0.22227 2.55604 1.00291
H 1.18280 0.76654 2.25412
H -1.63481 2.32810 2.19182
```

Output
**ΔE to the lowest compared entry with this formula, charge and spin**: 20.2 kcal per mole
**Max |F|**: 0.07593 Eh/bohr
**Total energy**: -23442.053 eV
**2S+1**: 3
**Frontier orbital gap (spin up / spin down)**: 5.33 / 6.67 eV
**⟨S²⟩**: 2.024

(5)
C2H14N2O3 | wB97M-V/def2-TZVPD

```
21
Properties=species:S:1:pos:R:3
C -0.10909 -1.01899 -1.05119
N 0.84793 -0.06221 -0.56188
C 2.14580 -0.56193 -0.10223
N 1.94242 -1.26188 1.10820
H -0.51266 -1.54801 -0.17570
H -0.89367 -0.45175 -1.54778
H 0.39079 -1.68265 -1.75503
H 0.38593 0.52677 0.14176
H 2.81554 0.28829 0.03971
H 2.57312 -1.17519 -0.90076
H 2.84239 -1.52884 1.51629
H -1.43931 1.89987 -2.74679
H -2.96573 -0.48242 1.06299
H -0.71608 1.92670 -2.58150
O -2.51573 -0.38197 0.21692
H 0.17143 0.79852 2.39563
H 0.77085 -0.60608 2.04374
O -0.01291 -0.15447 2.44239
H -2.30665 0.57335 0.17252
H -1.91104 2.78607 0.43474
O -1.50334 2.11681 -0.15202
```

Output
**ΔE to the lowest compared entry with this formula, charge and spin**: 128.0 kcal per mole
**Total charge**: +1
**Max |F|**: 0.05072 Eh/bohr
**Total energy**: -11409.535 eV
**2S+1**: 2
**Frontier orbital gap (spin up / spin down)**: 7.91 / 6.60 eV
**⟨S²⟩**: 1.761

(6)
C28H31IN2OReSTe | wB97M-V/def2-TZVPD

```
66
Properties=species:S:1:pos:R:3
Re 1.25843 -0.14881 1.21779
C -3.84880 -2.50879 1.08449
C -3.51151 -3.64054 0.11275
C -4.54301 -3.62266 -1.02262
C -3.59619 -4.97534 0.86829
C -2.11011 -3.50042 -0.46793
C -1.66699 -4.43044 -1.43101
C -0.42105 -4.35848 -2.01337
C 0.42818 -3.33357 -1.60671
S 2.03249 -2.96566 -2.16935
C 2.09372 -1.64392 -1.10727
N 1.00392 -1.46432 -0.35412
C 0.02766 -2.42001 -0.63351
C -1.24725 -2.49196 -0.07480
C 3.18142 -0.70328 -0.91847
C 4.35939 -0.69015 -1.65315
C 5.29674 0.29390 -1.38238
C 5.06309 1.23628 -0.38554
C 3.89443 1.20411 0.36441
C 2.92119 0.23781 0.10536
H -4.87352 -2.62520 1.43490
H -3.77829 -1.52780 0.60992
H -3.20658 -2.52298 1.96896
H -5.53846 -3.79182 -0.61357
H -4.35699 -4.39995 -1.76133
H -4.54698 -2.66165 -1.53795
H -4.58997 -5.09358 1.29930
H -2.86675 -5.01875 1.67847
H -3.41874 -5.82483 0.21071
H -2.33013 -5.22703 -1.73394
H -0.11924 -5.07537 -2.76324
H -1.57226 -1.73818 0.62633
H 4.55104 -1.42379 -2.42528
H 6.21639 0.32788 -1.94888
H 5.80558 1.99730 -0.18962
H 3.73736 1.94484 1.13777
N 2.97229 0.52562 5.01979
C 2.04263 0.17532 4.15345
O 2.10144 0.61519 2.97798
C 0.91502 -0.67920 4.67317
I -0.12304 -1.70611 3.12023
H 3.71456 1.14533 4.72545
H 2.95183 0.22182 5.98099
H 0.18231 -0.03047 5.15473
H 1.26636 -1.41895 5.38800
C 0.12427 6.32577 -2.92905
C -0.05609 5.12151 -2.05803
C 0.21764 3.84276 -2.52886
C 0.05041 2.71269 -1.73895
C 0.29756 1.36410 -2.33640
C -0.40251 2.89518 -0.42750
Te -0.82032 1.29578 0.84768
C -0.71815 4.16994 0.07741
C -1.22392 4.39717 1.47212
C -0.52659 5.26151 -0.75380
H 0.53989 6.06077 -3.89835
H 0.78911 7.04620 -2.45224
H -0.83214 6.82338 -3.09090
H 0.55945 3.71989 -3.54788
H 0.65403 1.46673 -3.35863
H -0.61832 0.76671 -2.36116
H 1.04676 0.81211 -1.77392
H -0.45456 4.18757 2.21910
H -2.09749 3.78279 1.70526
H -1.52379 5.43538 1.59333
H -0.75683 6.25061 -0.37841
```

Output
**ΔE to the lowest compared entry with this formula, charge and spin**: 6.6 kcal per mole
**Total charge**: +2
**Max |F|**: 0.02187 Eh/bohr
**Total energy**: -62912.431 eV
**2S+1**: 2
**Frontier orbital gap (spin up / spin down)**: 5.81 / 6.39 eV
**⟨S²⟩**: 1.169